No. 1
{
  "formula": "C13H25FeN6O5S2Se",
  "method": "wB97M-V/def2-TZVPD",
  "charge": -1,
  "spin_multiplicity": 5,
  "s2": 6.01,
  "homo_lumo_gap_ev": [6.8, 7.0],
  "e_lumo_ha": [0.092, 0.092],
  "symbols": ["Fe", "O", "S", "O", "O", "O", "C", "N", "C", "C", "N", "N", "C", "N", "N", "H", "H", "H", "H", "H", "H", "H", "H", "H", "H", "H", "Se", "C", "C", "C", "N", "C", "C", "H", "H", "H", "H", "C", "C", "S", "O", "C", "C", "H", "H", "H", "H", "H", "H", "H", "H", "H", "H"],
  "positions_angstrom": [[-0.18660, -0.11941, 0.92966], [-1.01623, -1.86228, -2.10673], [-1.11509, -0.46278, -1.65608], [-1.71785, 0.40114, -2.66009], [-1.89182, -0.39351, -0.35783], [0.25284, 0.03731, -1.25219], [3.93684, 2.09823, 0.72209], [3.93109, 0.71708, 0.28176], [5.19210, 0.03473, 0.55795], [2.76922, -0.00854, 0.59105], [1.87877, 0.34144, 1.43253], [2.69534, -1.17063, -0.16031], [1.59016, -2.02269, -0.25823], [1.54505, -2.76081, -1.41637], [0.73290, -2.12157, 0.69132], [4.74989, 2.61779, 0.21504], [4.09279, 2.20186, 1.80559], [2.99774, 2.57505, 0.44522], [5.99646, 0.53793, 0.02058], [5.14588, -0.99995, 0.22911], [5.42659, 0.04525, 1.63039], [2.10286, 1.21152, 1.89976], [3.18179, -1.05327, -1.03458], [2.14231, -2.39960, -2.14739], [0.57014, -2.73116, -1.76732], [0.02002, -2.80029, 0.43558], [-1.28280, -0.40073, 3.24257], [0.38702, -0.53160, 4.16227], [0.88569, 0.52751, 4.92347], [2.11798, 0.41150, 5.54479], [2.89680, -0.66833, 5.47310], [2.41355, -1.68126, 4.74900], [1.19522, -1.66655, 4.09296], [0.31286, 1.44159, 5.01795], [2.50452, 1.23843, 6.13514], [3.04671, -2.56180, 4.68554], [0.88404, -2.51682, 3.50320], [-4.12263, 2.73586, -0.88644], [-2.62118, 2.82523, -0.67089], [-2.15905, 2.15166, 0.93420], [-0.65054, 2.03740, 0.89307], [-2.45572, 3.59915, 1.98717], [-1.55860, 4.78755, 1.68350], [-4.37146, 3.09204, -1.88621], [-4.68608, 3.33430, -0.16576], [-4.44468, 1.69713, -0.81255], [-2.22986, 3.83894, -0.76214], [-2.09593, 2.17719, -1.37652], [-2.28377, 3.20982, 2.99185], [-3.52045, 3.82623, 1.89712], [-0.55143, 4.43616, 1.45539], [-1.50179, 5.45385, 2.54519], [-1.92473, 5.36706, 0.83664]],
  "atomic_forces_ev_per_a": [[-0.0436, -0.0322, -0.0802], [0.0687, -0.0516, 0.0326], [-0.0654, 0.0313, -0.0975], [-0.0075, 0.0270, 0.0263], [0.0628, -0.0017, 0.0542], [0.0882, 0.0182, 0.0499], [0.0081, 0.0164, 0.0096], [-0.0218, -0.0639, 0.0894], [0.0153, 0.0188, -0.0404], [0.1440, -0.0497, 0.2338], [-0.1777, 0.2395, -0.4253], [-0.0678, 0.0430, -0.1005], [-0.0410, -0.0816, 0.1362], [-0.0846, 0.0669, -0.1161], [-0.0165, 0.0226, -0.0696], [0.0054, -0.0077, 0.0013], [-0.0214, -0.0147, -0.0014], [0.0102, 0.0088, -0.0003], [0.0019, -0.0054, -0.0035], [0.0064, 0.0032, 0.0036], [-0.0028, 0.0009, 0.0000], [0.0181, -0.0965, 0.1437], [0.0012, 0.0047, 0.0013], [0.0168, -0.0104, 0.0153], [0.0183, -0.0194, 0.0527], [-0.0017, 0.0073, 0.0064], [0.1683, -0.0549, 0.1160], [-0.1527, 0.1013, -0.0373], [0.0181, 0.0190, 0.0177], [-0.0101, 0.0101, -0.0083], [0.0353, -0.0095, -0.0042], [-0.0039, 0.0094, -0.0065], [0.0145, -0.0169, -0.0012], [-0.0033, -0.0046, 0.0040], [0.0007, 0.0005, -0.0004], [0.0003, -0.0059, 0.0011], [-0.0100, -0.0142, -0.0210], [-0.0006, -0.0144, 0.0142], [0.0762, -0.0140, 0.0102], [-0.2628, 0.0880, 0.0234], [0.1971, -0.0443, 0.0185], [0.0243, -0.0712, -0.0593], [0.0006, -0.0127, 0.0102], [0.0009, 0.0013, -0.0016], [-0.0058, -0.0109, -0.0063], [-0.0103, 0.0047, 0.0084], [0.0109, 0.0001, 0.0100], [-0.0210, -0.0561, -0.0141], [0.0246, -0.0151, -0.0077], [0.0005, 0.0209, 0.0157], [-0.0008, 0.0080, 0.0147], [-0.0209, 0.0044, -0.0011], [0.0161, 0.0036, -0.0165]],
  "nbo_charge": [1.402, -1.068, 2.577, -1.033, -1.108, -1.121, -0.422, -0.459, -0.408, 0.643, -0.782, -0.629, 0.669, -0.846, -0.839, 0.203, 0.178, 0.229, 0.195, 0.216, 0.185, 0.372, 0.398, 0.361, 0.456, 0.377, -0.413, -0.121, -0.314, 0.015, -0.473, 0.022, -0.293, 0.214, 0.172, 0.175, 0.231, -0.620, -0.627, 1.306, -1.040, -0.605, -0.631, 0.218, 0.187, 0.237, 0.204, 0.304, 0.241, 0.215, 0.238, 0.208, 0.201]
}

No. 2
{
  "formula": "C13H25GdINO4P2",
  "method": "wB97M-V/def2-TZVPD",
  "charge": 2,
  "spin_multiplicity": 8,
  "s2": 16.58,
  "homo_lumo_gap_ev": [4.8, 5.8],
  "e_lumo_ha": [-0.371, -0.332],
  "symbols": ["C", "C", "H", "H", "H", "O", "I", "Gd", "P", "C", "C", "H", "H", "H", "H", "H", "H", "C", "H", "H", "H", "P", "C", "C", "H", "H", "H", "C", "H", "H", "H", "H", "H", "H", "C", "O", "O", "C", "C", "C", "C", "O", "N", "H", "H", "H", "H"],
  "positions_angstrom": [[-3.70880, 1.05223, -6.86547], [-2.82925, 0.25128, -5.94663], [-3.82405, 0.52057, -7.81350], [-3.25841, 2.03642, -7.02164], [-4.67855, 1.20692, -6.38428], [-2.31388, -0.79688, -6.15116], [-2.54629, 1.29176, -3.98225], [0.00000, 0.00000, 0.00000], [-1.94553, -0.96297, 0.81204], [-1.84012, -2.66748, 1.47604], [-2.71718, -0.02000, 2.17979], [-3.67454, -0.46324, 2.47500], [-4.21223, -1.45173, 0.01963], [-2.86801, 1.00753, 1.83930], [-3.45272, -0.07171, -0.83847], [-1.12509, -2.69062, 2.30296], [-2.03820, -0.00806, 3.03656], [-3.28805, -1.07193, -0.42948], [-2.81723, -3.01280, 1.82984], [-2.97497, -1.73404, -1.24104], [-1.47874, -3.33961, 0.69300], [1.78341, 1.19954, -0.86764], [3.42436, 0.38498, -0.89829], [1.53926, 1.73117, -2.60347], [1.17856, 3.35254, 0.02001], [2.90039, 3.34622, -0.48257], [2.39480, 2.55899, 1.04219], [2.10625, 2.77471, 0.00996], [0.59468, 2.27796, -2.66002], [2.36391, 2.36818, -2.94171], [4.18370, 1.04589, -1.32896], [3.36262, -0.53214, -1.49053], [1.47076, 0.84795, -3.24425], [3.71371, 0.11452, 0.12092], [1.01556, -1.46512, 0.36952], [1.66823, -2.40735, 0.60688], [2.27615, -0.56162, 2.66620], [1.55149, 0.37616, 2.95138], [1.67232, 1.14709, 4.22330], [0.56544, 2.20361, 4.07420], [-0.00531, 1.88568, 2.72904], [-0.89914, 2.52373, 2.19944], [0.57599, 0.82980, 2.14379], [1.49696, 0.48423, 5.09773], [2.67756, 1.61833, 4.27786], [-0.21667, 2.08778, 4.85486], [0.98982, 3.23020, 4.08416]],
  "atomic_forces_ev_per_a": [[0.0325, 0.1434, 0.2517], [0.4456, -1.7014, -1.1978], [0.0778, 0.0311, 0.2143], [-0.0432, -0.1120, 0.0099], [0.1024, -0.0260, -0.0545], [-0.6148, 1.6317, 0.7331], [0.1324, -0.0021, 0.2919], [-8.4499, 13.2559, -1.9192], [-6.8524, -4.8237, 3.6155], [0.2156, -0.0653, -0.0448], [0.5158, 0.5590, -0.0665], [0.1739, -0.1565, -0.2909], [0.2550, 0.0739, 0.1414], [-0.0568, -0.0170, 0.2456], [-0.2163, -0.1185, -0.0935], [-0.0906, -0.0205, -0.0255], [-0.1467, 0.0228, -0.1019], [0.5295, 0.3211, -0.5614], [0.0999, 0.1236, -0.0717], [-0.1534, 0.0510, 0.0008], [-0.0880, -0.0177, 0.0878], [7.8125, 3.5652, -2.9958], [-0.0263, -0.2047, 0.1075], [-0.7096, -0.3771, 0.0141], [0.1328, 0.1607, 0.0953], [-0.1429, -0.2668, -0.1509], [-0.0050, 0.0608, -0.1738], [-0.6144, -0.1243, 0.5119], [0.0915, 0.0684, -0.2477], [-0.0546, -0.1079, 0.2664], [-0.1710, -0.0194, 0.0262], [0.0810, 0.0930, -0.0006], [0.0095, 0.1469, -0.0622], [-0.0145, 0.0321, -0.0432], [10.5075, -14.8434, 4.0533], [-2.4877, 3.2032, -1.1398], [-0.1791, -0.1123, -0.6885], [2.0816, -1.6347, 0.8567], [-0.1362, 0.6881, 0.7860], [0.5538, 0.0136, 0.8977], [-1.7610, 2.2830, 0.1759], [-0.1833, -0.1925, -0.6167], [-0.3212, -1.2176, -1.8668], [0.4468, 0.3525, -0.6019], [-0.5476, -0.5943, 0.1327], [0.4188, 0.4075, -0.5537], [-0.6496, -0.5329, 0.0536]],
  "mulliken_charge": [-0.893, 0.478, 0.303, 0.329, 0.328, -0.360, -0.137, 0.717, 0.923, -1.295, -1.277, 0.501, 0.418, 0.427, 0.337, 0.385, 0.312, -1.157, 0.449, 0.402, 0.408, 0.848, -1.278, -1.079, 0.424, 0.509, 0.275, -1.261, 0.345, 0.419, 0.459, 0.407, 0.397, 0.364, 0.121, -0.077, -0.618, 0.084, -0.501, -0.320, -0.034, -0.604, 0.378, 0.317, 0.277, 0.265, 0.282]
}

No. 3
{
  "formula": "C13H25IrN2O2Si",
  "method": "wB97M-V/def2-TZVPD",
  "charge": 3,
  "spin_multiplicity": 2,
  "s2": 0.76,
  "homo_lumo_gap_ev": [7.7, 6.8],
  "e_lumo_ha": [-0.455, -0.493],
  "symbols": ["Ir", "C", "C", "O", "N", "C", "C", "C", "C", "C", "C", "N", "H", "H", "H", "H", "H", "H", "H", "H", "H", "H", "C", "Si", "C", "C", "C", "H", "H", "H", "H", "H", "H", "H", "H", "H", "H", "H", "C", "O", "H", "H", "H", "H"],
  "positions_angstrom": [[-0.10337, -0.32667, -0.69344], [3.78348, 1.25551, -1.44115], [2.40869, 1.35315, -0.88109], [1.77604, 0.21958, -0.78986], [1.90675, 2.50119, -0.52006], [0.64849, 2.71947, 0.19887], [-0.55772, 2.66923, -0.69380], [-1.22710, 3.80450, -1.09875], [-2.36560, 3.69333, -1.89285], [-2.80916, 2.43343, -2.27234], [-2.09409, 1.33264, -1.85634], [-0.98853, 1.44735, -1.08747], [4.28733, 0.39215, -1.00793], [4.36404, 2.15368, -1.24052], [3.71613, 1.10323, -2.52117], [2.49253, 3.31180, -0.69117], [0.71763, 3.68398, 0.69658], [0.57722, 1.96684, 0.98114], [-0.87414, 4.77584, -0.77800], [-2.90218, 4.58129, -2.20309], [-3.69039, 2.29904, -2.88427], [-2.39141, 0.32884, -2.14679], [0.48313, -3.12860, 1.83499], [-1.11267, -2.20979, 1.66467], [-2.05520, -2.01376, 3.22996], [-2.18069, -2.74056, 0.22046], [-0.75423, -0.25562, 1.16251], [0.34835, -4.17232, 1.54447], [0.77209, -3.12732, 2.88874], [1.34261, -2.75788, 1.28036], [-2.33664, -3.05353, 3.45759], [-2.97364, -1.43316, 3.16714], [-1.46940, -1.64324, 4.06992], [-2.20979, -3.82899, 0.13535], [-1.90010, -2.37660, -0.78113], [-3.20732, -2.40035, 0.37836], [-0.09613, 0.23534, 1.87926], [-1.73570, 0.23416, 1.11561], [0.37570, -3.07689, -2.24713], [0.75663, -2.15457, -1.14029], [-0.66819, -3.32945, -2.10408], [0.99645, -3.96154, -2.13296], [0.55254, -2.58290, -3.19874], [1.72676, -2.11126, -1.10344]],
  "atomic_forces_ev_per_a": [[-0.3303, -0.0912, 0.1069], [-0.0348, 0.0975, 0.0154], [0.0255, -0.1551, -0.1268], [-0.1185, 0.1333, 0.0477], [0.0480, 0.0353, 0.0191], [0.0983, -0.0659, 0.0466], [-0.0215, 0.0418, -0.0641], [-0.0492, -0.0256, 0.0448], [-0.0003, -0.0177, 0.0059], [0.0159, -0.0001, -0.0100], [-0.0129, 0.0363, -0.0654], [0.0606, -0.1292, 0.1655], [0.0080, 0.0033, 0.0038], [0.0047, -0.0041, -0.0135], [0.0011, -0.0186, -0.0016], [0.0048, -0.0186, 0.0613], [-0.0035, 0.0252, -0.0848], [-0.0108, 0.0577, 0.0363], [0.0013, 0.0014, 0.0058], [0.0043, 0.0003, -0.0104], [-0.0033, 0.0051, -0.0011], [-0.0275, 0.0180, 0.0162], [0.1341, 0.0585, 0.2870], [0.0965, -0.5166, -0.4023], [-0.1179, 0.1149, 0.1933], [-0.2340, 0.2505, 0.0157], [0.2401, 0.6960, -0.7224], [-0.0948, -0.0410, -0.0088], [0.0083, -0.0287, 0.0102], [-0.0532, 0.1063, -0.0442], [-0.0163, 0.0170, 0.0536], [-0.0330, -0.0062, -0.1335], [0.1170, -0.0367, -0.0304], [0.0320, -0.0442, 0.0053], [0.0528, 0.0686, 0.0400], [-0.0165, -0.0372, 0.0052], [0.0494, -0.2446, 0.1315], [-0.0970, -0.2246, 0.3120], [-0.0147, -0.0207, 0.0729], [0.2989, -0.0117, 0.0345], [0.0344, -0.0041, -0.0422], [-0.0238, -0.0056, -0.0367], [-0.0027, -0.0254, -0.0029], [-0.0195, 0.0060, 0.0644]],
  "nbo_charge": [1.361, -0.701, 0.736, -0.630, -0.503, -0.277, 0.209, -0.190, -0.047, -0.196, 0.051, -0.462, 0.287, 0.273, 0.290, 0.461, 0.285, 0.234, 0.272, 0.282, 0.287, 0.234, -1.158, 1.668, -1.121, -1.146, -0.731, 0.289, 0.290, 0.246, 0.302, 0.280, 0.287, 0.301, 0.196, 0.284, 0.253, 0.252, -0.253, -0.724, 0.221, 0.249, 0.220, 0.540]
}

Which ΔE to the lowest compared entry with this formula, charge and spin belongs to each record? In order, 0.0, 217.6, 0.0 kcal per mole.